{"formula": "C65H84Br2F24N11OP4", "method": "ωB97M-V/def2-TZVPD", "symbols": ["C", "N", "C", "C", "C", "C", "C", "C", "C", "C", "N", "C", "C", "C", "H", "H", "H", "H", "H", "H", "H", "H", "H", "H", "H", "H", "H", "H", "C", "N", "C", "C", "C", "C", "C", "C", "C", "C", "N", "C", "C", "C", "H", "H", "H", "H", "H", "H", "H", "H", "H", "H", "H", "H", "H", "H", "C", "N", "C", "C", "C", "C", "C", "C", "C", "C", "N", "C", "C", "C", "H", "H", "H", "H", "H", "H", "H", "H", "H", "H", "H", "H", "H", "H", "C", "N", "C", "C", "C", "C", "C", "C", "C", "C", "N", "C", "C", "C", "H", "H", "H", "H", "H", "H", "H", "H", "H", "H", "H", "H", "H", "H", "C", "N", "C", "C", "C", "C", "C", "C", "C", "C", "N", "C", "C", "C", "H", "H", "H", "H", "H", "H", "H", "H", "H", "H", "H", "H", "H", "H", "C", "N", "C", "C", "C", "C", "O", "H", "H", "H", "H", "H", "H", "H", "H", "H", "H", "H", "H", "H", "H", "Br", "Br", "P", "F", "F", "F", "F", "F", "F", "P", "F", "F", "F", "F", "F", "F", "P", "F", "F", "F", "F", "F", "F", "P", "F", "F", "F", "F", "F", "F"], "positions_angstrom": [[-23.18277, -15.69027, -4.15014], [-23.59280, -16.45562, -2.97924], [-23.62447, -15.80007, -1.77986], [-24.04206, -16.42063, -0.64657], [-24.28007, -17.84357, -0.68966], [-24.24210, -18.42297, -1.93850], [-23.81102, -17.73996, -3.05918], [-24.54445, -18.57074, 0.59092], [-25.03335, -17.95826, 1.72283], [-25.22032, -18.69913, 2.85352], [-24.98076, -19.98122, 2.87343], [-24.51975, -20.64053, 1.83620], [-24.30101, -19.97210, 0.59684], [-25.02665, -20.68646, 4.18029], [-23.31168, -16.24064, -5.09023], [-22.06117, -15.52992, -4.03479], [-23.62349, -14.69259, -4.02165], [-23.27927, -14.76731, -1.79588], [-24.14223, -15.80593, 0.34193], [-24.44701, -19.48124, -1.97642], [-23.79463, -18.27802, -4.00722], [-25.31259, -16.91164, 1.81125], [-25.46746, -18.25472, 3.80764], [-24.34737, -21.67871, 2.08143], [-23.94273, -20.54934, -0.22962], [-25.84529, -20.18622, 4.86356], [-24.04506, -20.63877, 4.64616], [-25.18852, -21.75964, 4.09713], [-10.49241, -13.51762, -5.89548], [-11.58579, -14.47105, -5.44793], [-11.29840, -15.79627, -5.45729], [-12.19685, -16.70864, -4.97236], [-13.46973, -16.26418, -4.47197], [-13.79203, -14.91222, -4.48671], [-12.79136, -14.05829, -4.94545], [-14.39058, -17.26780, -3.97460], [-15.77108, -17.21153, -4.18314], [-16.57881, -18.04254, -3.37529], [-16.06794, -18.93780, -2.49151], [-14.71585, -19.09007, -2.39296], [-13.90541, -18.24609, -3.10467], [-16.99159, -19.81511, -1.71399], [-9.72777, -13.40355, -5.17130], [-10.93083, -12.53186, -5.99209], [-10.17129, -13.93952, -6.85004], [-10.36364, -16.17917, -5.88694], [-11.90322, -17.73054, -4.95396], [-14.73755, -14.49910, -4.20240], [-13.04047, -13.02082, -4.86772], [-16.22965, -16.32907, -4.67320], [-17.65187, -17.95673, -3.42166], [-14.38221, -19.93682, -1.75874], [-12.86247, -18.35213, -2.93169], [-17.03664, -19.36214, -0.72278], [-16.52108, -20.79430, -1.62212], [-17.94270, -19.84014, -2.23488], [-19.58130, -28.81086, 5.87724], [-20.85113, -29.08223, 5.18221], [-21.71048, -28.06197, 5.06305], [-23.02471, -28.29799, 4.75622], [-23.40457, -29.58282, 4.40625], [-22.51755, -30.60675, 4.43494], [-21.27862, -30.34896, 4.98359], [-24.76964, -29.86957, 3.87011], [-25.55711, -30.95303, 4.29121], [-26.87651, -31.05046, 4.03008], [-27.49226, -30.16404, 3.23373], [-26.72158, -29.18197, 2.67443], [-25.42802, -28.95380, 2.99052], [-28.91245, -30.18109, 3.06243], [-18.93369, -29.69841, 5.85982], [-19.69912, -28.49486, 6.91921], [-19.09057, -28.04635, 5.28101], [-21.41767, -27.01329, 5.23053], [-23.57984, -27.38812, 4.77008], [-22.78476, -31.59783, 4.15668], [-20.52334, -31.09552, 5.26245], [-25.20939, -31.59216, 5.08600], [-27.51751, -31.88005, 4.41905], [-27.22319, -28.58732, 1.90970], [-24.95884, -28.13132, 2.47207], [-29.28647, -31.19717, 3.00060], [-29.17604, -29.69679, 2.10785], [-29.25924, -29.71718, 3.99636], [-28.20639, -25.49176, -11.71801], [-27.11899, -24.88177, -10.85015], [-27.19644, -24.90588, -9.53011], [-26.13577, -24.44006, -8.76248], [-25.06450, -23.88292, -9.41560], [-25.03135, -23.78821, -10.83727], [-26.08688, -24.32981, -11.47904], [-23.82037, -23.29376, -8.75681], [-22.65637, -24.02472, -8.53058], [-21.62483, -23.41563, -7.86051], [-21.72681, -22.15588, -7.40514], [-22.82391, -21.47418, -7.61359], [-23.92547, -21.94973, -8.35746], [-20.51744, -21.40664, -6.88488], [-27.74051, -25.77566, -12.68978], [-28.98265, -24.72996, -11.86311], [-28.63057, -26.33840, -11.19356], [-28.11890, -25.27883, -9.12078], [-26.14982, -24.40266, -7.64890], [-24.24972, -23.26383, -11.46716], [-26.07117, -24.30905, -12.57213], [-22.70613, -25.10964, -8.79937], [-20.67262, -23.94124, -7.66536], [-22.81400, -20.42003, -7.32420], [-24.84554, -21.32857, -8.57335], [-20.90447, -20.47848, -6.39982], [-19.89214, -21.12552, -7.72048], [-19.90670, -21.98631, -6.17968], [-27.70083, -20.96974, -5.22845], [-26.54265, -21.60770, -4.58795], [-26.72966, -22.42880, -3.58128], [-25.75019, -22.95595, -2.86196], [-24.46631, -22.56588, -3.08978], [-24.24088, -21.74098, -4.14401], [-25.26325, -21.21814, -4.94617], [-23.44506, -23.40938, -2.44274], [-23.55206, -24.80551, -2.47438], [-22.70382, -25.51294, -1.64569], [-21.59460, -24.97266, -1.06060], [-21.30744, -23.71669, -1.18930], [-22.27322, -22.87082, -1.88037], [-20.62059, -25.85510, -0.32649], [-28.21742, -20.40489, -4.44152], [-28.33202, -21.80732, -5.60045], [-27.24177, -20.34590, -5.95776], [-27.74196, -22.78776, -3.29314], [-26.01304, -23.73069, -2.17263], [-23.27657, -21.48142, -4.50350], [-25.12402, -20.52645, -5.78412], [-24.33347, -25.26084, -3.03045], [-22.85004, -26.58056, -1.49119], [-20.36842, -23.30930, -0.76945], [-22.11764, -21.78090, -1.94024], [-19.79792, -25.25176, 0.05656], [-20.21649, -26.55989, -0.99403], [-21.18502, -26.30027, 0.52830], [-30.76408, -18.03456, -13.70830], [-31.61934, -17.45898, -12.56326], [-30.94582, -16.28978, -12.01893], [-32.89044, -17.01629, -13.17429], [-31.78218, -18.46669, -11.36766], [-32.74434, -19.68243, -11.60032], [-32.20825, -20.33148, -12.71400], [-29.82453, -18.44188, -13.37028], [-30.48069, -17.20557, -14.34994], [-31.25571, -18.84787, -14.19949], [-31.53867, -16.08316, -11.13916], [-30.95715, -15.47838, -12.75984], [-29.94891, -16.54701, -11.72405], [-33.47024, -17.95410, -13.29415], [-32.73815, -16.61081, -14.17097], [-33.37539, -16.31608, -12.50660], [-32.06006, -17.74964, -10.57167], [-30.81029, -18.86609, -11.03700], [-33.81372, -19.38471, -11.69605], [-32.60122, -20.29474, -10.75249], [-32.93955, -20.86962, -13.03454], [-24.10538, -18.33523, -6.37723], [-24.48743, -24.70608, -5.72191], [-20.61623, -18.95941, -2.22522], [-19.94378, -19.64477, -3.49915], [-21.95266, -19.80063, -2.56310], [-20.07053, -20.04851, -1.15238], [-21.46445, -18.29205, -0.92835], [-19.29703, -18.09733, -1.91193], [-21.14745, -17.74861, -3.12198], [-23.60235, -24.66226, 3.11241], [-23.88642, -25.89228, 1.97667], [-22.27707, -25.49262, 3.66199], [-22.63516, -23.93138, 2.03711], [-23.28427, -23.38495, 4.11618], [-24.95255, -23.95757, 2.56074], [-24.52082, -25.42894, 4.27896], [-18.00313, -23.52044, -3.01077], [-17.23879, -22.39621, -3.86215], [-16.63221, -24.38654, -3.01752], [-17.52041, -22.75703, -1.64864], [-18.76902, -24.55669, -2.03697], [-19.35824, -22.59121, -3.06374], [-18.49432, -24.33089, -4.32438], [-28.11163, -21.16257, -9.09731], [-29.07058, -20.68003, -10.35028], [-26.82302, -21.25122, -10.08585], [-27.71704, -19.62628, -8.82946], [-27.13929, -21.58141, -7.89897], [-29.34678, -21.07039, -8.07185], [-28.43392, -22.74716, -9.42589]], "total_charge": 5, "e_tot_ev": -329647.275, "e_lumo_ev": -9.69}